[1]
The following is a DFT calculation (ωB97M-V/def2-TZVPD) of the molecule C7H8Cl2Si.

Results
Relative energy (zero: lowest compared OMol25 entry of this formula, charge and spin) (eV): 0.092
LUMO level (eV): 0.7015

```
! RIJCOSX wB97M-V def2-TZVPD def2/J DEFGRID3
* xyz 0 1
H -1.8460 2.0073 -1.8545
H -1.8867 1.0436 -3.3276
C 1.3942 -0.3702 2.4213
Cl -2.7278 -1.1677 -1.0039
C -1.3062 1.2669 -2.4469
C 0.0646 -0.0410 0.0376
Cl 0.0131 -1.7928 -2.6588
C 2.1010 -0.5202 1.2412
H 1.8485 -0.4840 3.3751
C 1.3973 -0.3812 0.0522
H 1.8802 -0.6091 -0.8975
H -1.6595 0.2591 1.1970
H -0.5244 0.0922 3.3371
Si -0.9045 -0.3026 -1.5098
H 3.1269 -0.7597 1.2317
H -0.3859 1.7378 -2.8341
C 0.0245 -0.0856 2.4194
C -0.6091 0.1071 1.2205
*
```

Löwdin population analysis, charges in e, atoms 1 to 6: atom 1 (H): 0.038, atom 2 (H): 0.020, atom 3 (C): -0.070, atom 4 (Cl): 0.309, atom 5 (C): -0.226, atom 6 (C): -0.344



[2]
The following is a DFT calculation (ωB97M-V/def2-TZVPD) of a structure of composition C7H8ClN3O.

Results
Relative energy (zero: lowest compared OMol25 entry of this formula, charge and spin) (eV): 4.327
LUMO level (eV): -0.0378

```
! RIJCOSX wB97M-V def2-TZVPD def2/J DEFGRID3
* xyz 0 1
C 1.6803 -1.2363 -0.2079
H -1.7328 1.6039 0.7657
C -0.1519 0.3556 -0.3873
H -4.4880 -0.7507 -0.9177
H -3.7781 1.5433 -0.3685
O -4.8466 -0.2918 -0.1983
H -0.3857 -1.6980 -0.4968
C 0.7833 1.4348 -0.1845
C 2.5344 -0.1581 0.0777
H 1.9610 -2.3271 -0.2469
N -1.4825 0.7205 -0.1981
H -3.5616 -1.5436 0.5513
N -3.8030 0.6233 0.2257
C 2.1379 1.1919 0.1045
C 0.3438 -0.9633 -0.3833
Cl 4.3463 -0.2152 0.1039
C -2.5345 -0.0328 0.2012
N -2.5529 -1.1654 0.6320
H 2.8520 2.0480 0.6657
H 0.1271 2.3177 -0.0721
*
```

Löwdin population analysis, charges in e, atoms 1 to 6: atom 1 (C): -0.086, atom 2 (H): 0.297, atom 3 (C): -0.253, atom 4 (H): 0.054, atom 5 (H): 0.160, atom 6 (O): -0.052



[3]
The following is a DFT calculation (ωB97M-V/def2-TZVPD) of a cluster of 2 separate species, C7H8F4NS in total.

Results
Relative energy (zero: lowest compared OMol25 entry of this formula, charge and spin) (eV): 1.366
LUMO level (alpha / beta) (eV): -5.7191 / -5.7531

```
! RIJCOSX wB97M-V def2-TZVPD def2/J DEFGRID3
* xyz 1 1
F 1.5007 0.7995 0.5887
F -1.1526 4.0639 -0.0423
F 0.0450 2.6543 -1.0636
C 0.4353 -0.0141 0.6690
H 1.7446 -0.8637 -1.7745
H -0.6795 -2.3371 -1.6022
C -0.4550 -1.7475 -0.7507
N 1.0727 -0.1492 -1.7866
H 0.5648 -0.3166 -2.6682
S -1.2976 1.8021 1.1308
C -0.3578 3.0835 0.1679
H -1.0524 -2.4057 2.4881
C -0.5918 -1.8719 1.6965
H 0.4728 -0.3273 2.7850
C 0.1618 -0.7581 1.8579
H -0.8693 0.2779 -0.8953
C -0.0639 -0.3336 -0.7528
C -0.7034 -2.4562 0.3708
F 0.7700 3.5884 0.7323
H 1.4474 0.7270 -1.6339
H -0.9916 -3.4156 0.4832
*
```

Löwdin population analysis, charges in e, atoms 1 to 6: atom 1 (F): 0.078, atom 2 (F): 0.137, atom 3 (F): 0.045, atom 4 (C): -0.270, atom 5 (H): 0.158, atom 6 (H): 0.117



[4]
The following is a DFT calculation (ωB97M-V/def2-TZVPD) of the molecule C7H8F4O2S.

Results
Relative energy (zero: lowest compared OMol25 entry of this formula, charge and spin) (eV): 0.676
LUMO level (eV): 0.3702

```
! RIJCOSX wB97M-V def2-TZVPD def2/J DEFGRID3
* xyz 0 1
H -3.3452 1.2394 0.2163
F 3.6401 1.5977 -1.1120
H -4.6281 0.1984 -0.4632
F 4.5475 0.5127 0.4625
H -2.6089 -1.3302 -1.3394
O 0.0724 -2.7024 1.5115
H -0.6939 -0.2740 1.4865
H 0.5709 0.9278 -1.0909
C -0.2439 -0.1903 0.3785
O -1.3333 0.0807 -0.5315
F 3.2137 2.0618 0.9053
F 3.2840 -2.0144 0.6095
C 0.8552 0.7445 -0.0364
C -2.5852 -0.6308 -0.5155
H -2.7556 -1.3410 0.3450
H 0.7614 1.7744 0.4405
C 2.2328 0.0896 0.1000
H -3.4928 1.0185 -1.5383
C 2.2194 -1.2514 0.3968
C -3.6357 0.4646 -0.5540
C 3.4360 1.0204 0.0375
S 0.4892 -1.9959 0.2916
*
```

Löwdin population analysis, charges in e, atoms 1 to 6: atom 1 (H): 0.100, atom 2 (F): 0.193, atom 3 (H): 0.039, atom 4 (F): 0.200, atom 5 (H): 0.110, atom 6 (O): -0.523



[5]
The following is a DFT calculation (ωB97M-V/def2-TZVPD) of the molecule C7H8N2.

Results
Relative energy (zero: lowest compared OMol25 entry of this formula, charge and spin) (eV): 3.052
LUMO level (eV): 0.7524

```
! RIJCOSX wB97M-V def2-TZVPD def2/J DEFGRID3
* xyz 0 1
N -0.9405 0.7823 -1.1665
H -1.9684 -0.2828 0.1926
C -0.6634 1.3582 1.2249
C 0.3515 -0.5975 0.3365
H 0.6957 -1.5580 -2.5380
H 1.8271 -1.8508 -0.4809
H 0.2944 -0.9383 2.7201
C -0.9367 0.2713 0.2503
C 0.8037 -0.3463 1.8121
N 0.3048 -1.0478 -1.8660
C 0.7320 -1.3875 -0.5892
H -0.0285 0.2992 -3.2007
C 0.3227 1.0036 2.1040
H 1.9064 -0.2372 1.8658
H -1.0263 2.3869 1.3264
H 0.6571 1.6270 2.9590
C -0.2610 0.1003 -2.0747
*
```

Löwdin population analysis, charges in e, atoms 1 to 6: atom 1 (N): 0.063, atom 2 (H): 0.174, atom 3 (C): -0.062, atom 4 (C): -0.186, atom 5 (H): 0.078, atom 6 (H): 0.176



[6]
The following is a DFT calculation (ωB97M-V/def2-TZVPD) of the molecule C7H8N2.

Results
Relative energy (zero: lowest compared OMol25 entry of this formula, charge and spin) (eV): 1.882
LUMO level (eV): 0.6639

```
! RIJCOSX wB97M-V def2-TZVPD def2/J DEFGRID3
* xyz 0 1
H -1.4117 -1.0046 -1.9338
C 0.2212 -0.1572 0.2871
C 2.1698 1.3193 0.9373
H -2.8245 -0.7968 -0.8263
C -1.6938 -0.9030 -0.9631
C -2.1114 0.2736 1.0547
N -2.7958 0.0810 1.9745
H 0.3662 0.9413 2.1633
C -1.1988 0.2379 -0.1347
H 0.2461 -1.1857 0.6497
C -1.1867 1.5208 -0.7932
C 0.9734 0.7610 1.2532
H -1.4457 -1.8467 -0.5690
H 0.9125 -0.1463 -0.5269
H 2.6065 2.2474 1.5563
H 2.6403 0.9407 0.0012
N -1.1508 2.5534 -1.3018
*
```

Löwdin population analysis, charges in e, atoms 1 to 6: atom 1 (H): 0.066, atom 2 (C): -0.172, atom 3 (C): 0.002, atom 4 (H): 0.131, atom 5 (C): -0.027, atom 6 (C): -0.156



[7]
The following is a DFT calculation (ωB97M-V/def2-TZVPD) of a cluster of 2 separate species, C7H8N2 in total.

Results
Relative energy (zero: lowest compared OMol25 entry of this formula, charge and spin) (eV): 3.701
LUMO level (eV): -1.0070

```
! RIJCOSX wB97M-V def2-TZVPD def2/J DEFGRID3
* xyz 0 1
H -0.6625 -1.2037 -0.6450
N 1.1130 0.2651 -0.6715
C 2.3120 -0.2885 -0.1824
C -1.6381 -0.9781 -0.2873
C 2.4682 -1.6341 -0.2278
H -4.8427 -0.7565 0.3196
C 2.5494 1.7965 0.0635
H 3.1275 2.6337 0.2324
H 1.7052 -2.1866 -0.6718
H 0.6000 2.2741 -1.0186
H -3.6645 -0.2676 1.7769
H 3.3240 -2.2933 0.1354
C -3.9098 -0.0629 0.7155
N 3.1345 0.6672 0.4043
C 1.2736 1.5378 -0.5460
C -2.6391 -0.3862 0.0102
H -4.2507 0.8832 0.5925
*
```

Löwdin population analysis, charges in e, atoms 1 to 6: atom 1 (H): -0.016, atom 2 (N): 0.086, atom 3 (C): -0.445, atom 4 (C): 0.070, atom 5 (C): 0.166, atom 6 (H): 0.137



[8]
The following is a DFT calculation (ωB97M-V/def2-TZVPD) of a structure of composition C7H8N2O2.

Results
Relative energy (zero: lowest compared OMol25 entry of this formula, charge and spin) (eV): 7.379
LUMO level (eV): 0.3293

```
! RIJCOSX wB97M-V def2-TZVPD def2/J DEFGRID3
* xyz 0 1
C -0.8343 -0.9424 0.2618
N 1.6920 0.7252 -0.3235
O 2.1655 -2.5951 -0.2734
H 1.6555 1.1597 1.6808
C -1.9808 -0.6583 1.2544
C -2.2816 0.5988 -0.6584
C -1.2677 -0.2077 -0.9996
H 2.0098 -3.5692 -0.4140
C 1.6528 1.7430 0.7233
H 1.4666 1.1144 -1.3178
N -2.6271 0.3339 0.6902
C 1.0772 -0.4569 -0.0415
H -2.8302 1.3807 -1.2365
H 2.5893 2.4418 0.6798
H -3.3962 0.6171 1.1404
C 1.1033 -1.7828 -0.0253
H -0.7796 -0.1047 -2.0361
H 0.7268 2.4008 0.5671
O -0.1414 -2.1981 0.3285
*
```

Löwdin population analysis, charges in e, atoms 1 to 6: atom 1 (C): -0.242, atom 2 (N): -0.076, atom 3 (O): 0.103, atom 4 (H): 0.096, atom 5 (C): 0.014, atom 6 (C): -0.123



[9]
The following is a DFT calculation (ωB97M-V/def2-TZVPD) of a structure of composition C7H8N2O4SZn.

Results
LUMO level (eV): -9.0877

```
! RIJCOSX wB97M-V def2-TZVPD def2/J DEFGRID3
* xyz 2 1
H 0.0001 -1.2411 5.3151
N 0.0001 -1.1863 4.3291
C 0.0331 0.6805 -5.2496
N 0.0004 1.1873 4.3275
H 0.0001 -1.9902 3.7764
H -0.8747 1.2920 -5.2656
C 0.0003 0.0005 3.6875
O 3.1340 -0.1498 -0.0270
S -0.0037 -0.0133 1.9942
O -3.1345 0.1513 -0.0979
O 0.1454 3.1086 0.2979
Zn 0.0022 0.0064 -0.4984
C 2.0183 -0.0956 -0.1556
H 0.0000 1.2414 5.3148
C -0.0969 -2.0130 -0.1210
H -0.9928 -1.1943 -5.3708
H 0.9954 1.2020 -5.2452
H 0.0001 1.9918 3.7765
O -0.1509 -3.1286 0.0300
C -2.0156 0.0978 -0.1968
C -0.0315 -0.6746 -5.3073
H 0.8767 -1.2843 -5.3504
C 0.0945 2.0115 0.0367
*
```

Löwdin population analysis, charges in e, atoms 1 to 6: atom 1 (H): 0.129, atom 2 (N): 0.169, atom 3 (C): -0.081, atom 4 (N): 0.172, atom 5 (H): 0.091, atom 6 (H): 0.048



[10]
The following is a DFT calculation (ωB97M-V/def2-TZVPD) of the molecule C7H8N2OS.

Results
Relative energy (zero: lowest compared OMol25 entry of this formula, charge and spin) (eV): 1.339
LUMO level (eV): 0.3076

```
! RIJCOSX wB97M-V def2-TZVPD def2/J DEFGRID3
* xyz 0 1
C -0.3906 0.1044 -0.6849
C -1.4186 -0.9079 -1.1152
C 1.1142 -1.2363 0.9594
H -1.9033 1.6328 -0.7559
H 1.5200 0.9797 -1.4995
C 0.8114 0.1465 -1.6784
C 0.7939 -0.0353 2.7184
H 0.7719 0.2207 3.7726
N 1.4787 -1.1303 2.2152
C -0.0327 0.4415 1.7348
H 1.2110 -0.8823 -1.6809
H 1.5249 -2.1063 0.4154
C -0.9097 1.4730 -0.4188
N 0.1873 -0.2930 0.6211
H 0.3084 0.4283 -2.6519
H -0.1056 2.0587 -0.8616
S -1.2942 1.6913 1.4481
H -2.5273 -0.6474 -0.9262
O -1.1397 -1.9380 -1.6118
*
```

Löwdin population analysis, charges in e, atoms 1 to 6: atom 1 (C): -0.492, atom 2 (C): -0.207, atom 3 (C): -0.173, atom 4 (H): 0.053, atom 5 (H): 0.102, atom 6 (C): -0.002



[11]
The following is a DFT calculation (ωB97M-V/def2-TZVPD) of the ion C7H8N3O with charge +1.

Results
Relative energy (zero: lowest compared OMol25 entry of this formula, charge and spin) (eV): 5.502
LUMO level (eV): -4.4240

```
! RIJCOSX wB97M-V def2-TZVPD def2/J DEFGRID3
* xyz 1 1
C 1.7112 -2.6965 -1.7960
N 1.7169 -0.1309 -1.8042
C -0.5256 1.7767 0.4002
H 2.4957 -2.9981 -1.0662
C 1.5705 -1.3171 -1.6806
H -0.9732 -1.7431 1.6465
H -0.2786 3.6123 -0.5861
H 2.1090 -3.0789 -2.8031
C -1.4047 1.3795 1.5295
N -0.8675 2.9646 -0.0857
C 0.2538 0.6719 -0.0377
O 1.1907 0.9398 -1.1675
H -1.9058 -0.2382 2.9909
C -1.4325 0.1185 2.0494
N -0.6928 -0.8371 1.4609
H -1.8204 3.3045 0.1719
C 0.0879 -0.6133 0.3866
H -1.9931 2.0701 2.0638
H 0.7585 -3.1849 -1.6724
*
```

Löwdin population analysis, charges in e, atoms 1 to 6: atom 1 (C): -0.025, atom 2 (N): 0.129, atom 3 (C): -0.194, atom 4 (H): 0.128, atom 5 (C): -0.008, atom 6 (H): 0.122



[12]
The following is a DFT calculation (ωB97M-V/def2-TZVPD) of the ion C7H8N3O with charge +1.

Results
Relative energy (zero: lowest compared OMol25 entry of this formula, charge and spin) (eV): 4.725
LUMO level (eV): -3.8843

```
! RIJCOSX wB97M-V def2-TZVPD def2/J DEFGRID3
* xyz 1 1
C 0.3608 1.2972 -0.0038
H -3.5952 -0.1610 -0.2690
N -0.5326 2.1912 0.1952
C 3.3066 0.3832 -0.1856
C 0.2321 -1.2147 -0.0036
C -1.6713 0.3722 -0.1898
H 1.1774 1.5732 -0.0530
C 1.5714 -1.4507 -0.0077
H -0.5795 -1.8657 0.3330
N -0.2781 0.0495 -0.2552
N -2.6143 -0.5142 -0.5832
H 1.8019 -2.5178 0.2111
C 2.8527 -0.7148 0.1957
H -2.6860 2.3405 0.1329
C -1.7750 1.7570 0.0593
H -0.3908 3.1406 0.2414
H -2.4693 -1.5628 -0.3652
H 3.6145 -1.4901 0.1530
O 3.9858 1.3972 -0.3247
*
```

Löwdin population analysis, charges in e, atoms 1 to 6: atom 1 (C): 0.041, atom 2 (H): 0.169, atom 3 (N): 0.120, atom 4 (C): -0.155, atom 5 (C): -0.065, atom 6 (C): -0.264